Record 1
The molecule C27H34FN5O3. Source: the Open Molecules 2025 dataset; level of theory: ωB97M-V with the def2-TZVPD basis set.

CARTESIAN COORDINATES (ANGSTROEM)
1 O 1.10077 0.02077 0.95398
2 C 2.01292 0.79840 1.16623
3 C 2.87145 0.70500 2.41809
4 C 3.66437 -0.60332 2.37749
5 C 4.74736 -0.58531 1.29689
6 C 5.25551 -1.99573 0.97463
7 C 4.62678 -2.57007 -0.29669
8 N 3.16929 -2.50837 -0.32007
9 C 2.50275 -3.35499 0.54509
10 O 3.07853 -4.10324 1.30369
11 N 1.13513 -3.30807 0.49033
12 C 0.41284 -2.58181 -0.42173
13 C -0.97619 -2.66964 -0.49168
14 C -1.65708 -1.97670 -1.47027
15 C -0.96790 -1.18554 -2.38454
16 C 0.40176 -1.06383 -2.29592
17 C 1.10533 -1.76101 -1.31521
18 C 2.56038 -1.63981 -1.21718
19 O 3.21901 -0.86532 -1.88347
20 N 2.35931 1.78174 0.31499
21 C 1.66011 2.05510 -0.91837
22 C 1.12450 3.48666 -0.95554
23 C 0.07006 3.69767 0.13939
24 N -0.96907 2.70063 0.01216
25 C -1.49666 2.15257 1.23956
26 C -2.24178 0.86728 0.89764
27 N -3.32147 1.14795 -0.03493
28 C -4.36548 0.24689 -0.14487
29 C -4.82995 -0.23691 -1.37555
30 C -5.91227 -1.09205 -1.46610
31 C -6.58002 -1.51238 -0.33063
32 C -6.15649 -1.04736 0.90298
33 C -5.08555 -0.18431 0.98015
34 F -4.75353 0.26959 2.21823
35 C -2.83418 1.79607 -1.23328
36 C -2.06196 3.06078 -0.85747
37 H 2.20225 0.69171 3.28065
38 H 3.54470 1.55921 2.50668
39 H 4.12575 -0.78746 3.35012
40 H 2.95978 -1.41364 2.18721
41 H 4.35043 -0.13539 0.38490
42 H 5.57489 0.04107 1.63782
43 H 5.04610 -2.66428 1.81003
44 H 6.33495 -1.98587 0.81593
45 H 4.91719 -3.61942 -0.39896
46 H 4.96435 -2.00595 -1.16849
47 H 0.64827 -3.88901 1.15961
48 H -1.50907 -3.28589 0.21707
49 H -2.73346 -2.05116 -1.52488
50 H -1.50750 -0.67169 -3.16598
51 H 0.96063 -0.44455 -2.98064
52 H 3.14638 2.37229 0.53342
53 H 0.82292 1.35604 -0.95836
54 H 2.32939 1.87112 -1.76488
55 H 0.68122 3.66219 -1.93578
56 H 1.93884 4.20168 -0.81890
57 H 0.54903 3.57512 1.11376
58 H -0.32430 4.72545 0.08684
59 H -2.17761 2.85562 1.75263
60 H -0.67176 1.90331 1.90784
61 H -1.51820 0.17247 0.44611
62 H -2.63214 0.42163 1.80833
63 H -4.32414 0.05178 -2.28269
64 H -6.22812 -1.44074 -2.43837
65 H -7.42080 -2.18402 -0.39900
66 H -6.65881 -1.33163 1.81458
67 H -3.68374 2.07415 -1.86021
68 H -2.15664 1.13651 -1.79502
69 H -1.66914 3.51936 -1.76694
70 H -2.75024 3.77865 -0.37245

Calculated values
SMILES ... O=C(CCCCCn1c(=O)[nH]c2ccccc2c1=O)NCCCN1CCN(c2ccccc2F)CC1
LUMO level ... 0.6 eV
HOMO level ... -7.84 eV
Net charge ... 0
E ... -1648.7305 Eh
Energy relative to the best compared isomer or geometry (same formula, charge and spin) ... 3.9 kcal per mole

Record 2
The molecule C21H26N2O5S in a non-equilibrium geometry. Source: the Open Molecules 2025 dataset; level of theory: ωB97M-V with the def2-TZVPD basis set.

CARTESIAN COORDINATES (ANGSTROEM)
1 C -9.65424 -2.22122 -0.41284
2 O -9.29390 -0.92162 -0.01249
3 C -7.98189 -0.56079 -0.08187
4 C -6.94715 -1.38164 -0.51928
5 C -5.65048 -0.90484 -0.54569
6 C -5.35639 0.39170 -0.13993
7 O -4.03074 0.75498 -0.20908
8 C -3.66915 2.05538 0.18781
9 C -2.15989 2.27205 0.04170
10 O -1.65162 3.31891 0.37019
11 N -1.51851 1.19473 -0.47253
12 C -0.16330 1.02492 -0.74596
13 C 0.77333 2.04216 -0.56356
14 C 2.10456 1.80550 -0.85361
15 C 2.50229 0.56766 -1.32201
16 S 4.24378 0.24391 -1.58906
17 O 4.87939 1.45192 -2.02664
18 O 4.36940 -0.94037 -2.38753
19 N 4.81316 -0.10439 -0.08048
20 C 5.06319 0.98602 0.82297
21 C 6.15311 0.65689 1.84961
22 C 7.27011 -0.22159 1.28071
23 C 6.96817 -1.71771 1.39186
24 C 5.92848 -2.22127 0.39342
25 C 4.61620 -1.43590 0.43488
26 C 1.58190 -0.44595 -1.51282
27 C 0.24963 -0.21871 -1.22917
28 C -6.38691 1.21477 0.29731
29 C -7.68258 0.73800 0.32371
30 H -9.16809 -2.98255 0.20590
31 H -10.73263 -2.28253 -0.27596
32 H -9.41338 -2.39949 -1.46590
33 H -7.13435 -2.39306 -0.84223
34 H -4.84633 -1.53924 -0.88443
35 H -3.92882 2.24084 1.23904
36 H -4.17104 2.81555 -0.42683
37 H -2.11568 0.40093 -0.67594
38 H 0.44984 3.00314 -0.20002
39 H 2.84348 2.58234 -0.74003
40 H 5.38195 1.81471 0.18830
41 H 4.14094 1.28266 1.34986
42 H 6.56829 1.60210 2.20346
43 H 5.71011 0.15443 2.71207
44 H 7.44196 0.04230 0.23683
45 H 8.18841 -0.01944 1.83673
46 H 7.89282 -2.27615 1.22914
47 H 6.63018 -1.93591 2.40878
48 H 6.31896 -2.13847 -0.62178
49 H 5.71955 -3.27423 0.59384
50 H 3.88729 -1.93196 -0.20931
51 H 4.21185 -1.38975 1.45127
52 H 1.92190 -1.39284 -1.90119
53 H -0.47945 -1.00148 -1.38174
54 H -6.19827 2.22616 0.61934
55 H -8.48946 1.36844 0.66115

Calculated values
SMILES ... COc1ccc(OCC(=O)Nc2ccc(S(=O)(=O)N3CCCCCC3)cc2)cc1
LUMO level ... 0.5 eV
HOMO level ... -8.42 eV
Net charge ... 0
E ... -1699.7153 Eh
Energy relative to the best compared isomer or geometry (same formula, charge and spin) ... 67.9 kcal per mole

Record 3
A structure of composition C30H33CoFN10O4. Source: the Open Molecules 2025 dataset; level of theory: ωB97M-V with the def2-TZVPD basis set.

CARTESIAN COORDINATES (ANGSTROEM)
1 Co -2.79857 -0.30830 0.46929
2 F 3.43880 -2.72362 0.37861
3 C 3.02205 -1.51566 -0.02731
4 C 1.71130 -1.17633 0.13136
5 C 1.28754 0.11450 -0.19543
6 C -0.11774 0.46184 -0.05964
7 O -0.90978 -0.45611 0.26251
8 C -0.47969 1.79512 -0.35135
9 C 0.48567 2.66276 -0.77528
10 N 1.78464 2.34622 -0.93270
11 C 2.70854 3.33994 -1.43492
12 C 2.63377 4.72989 -0.88824
13 C 3.78859 3.84561 -0.52271
14 C 2.21552 1.05094 -0.66469
15 C 3.53751 0.65536 -0.89580
16 C 3.95290 -0.63037 -0.59294
17 N 5.28368 -1.01500 -0.88804
18 C 6.39014 -0.23366 -0.36824
19 C 7.41826 -0.06611 -1.49928
20 N 7.22811 -1.21363 -2.45643
21 C 7.01633 -2.49512 -1.70548
22 C 5.63629 -2.42347 -1.03053
23 C -1.87474 2.35128 -0.19248
24 O -2.05369 3.53376 -0.41234
25 O -2.81464 1.53732 0.17357
26 H 1.01376 -1.91368 0.50311
27 H 0.19669 3.67806 -1.01033
28 H 2.93914 3.22228 -2.48716
29 H 1.90372 4.93031 -0.11706
30 H 2.79606 5.54072 -1.58252
31 H 3.80107 3.44964 0.48388
32 H 4.75867 4.05354 -0.95296
33 H 4.23505 1.34830 -1.34496
34 H 6.85015 -0.72472 0.49796
35 H 6.04540 0.74284 -0.03916
36 H 8.44568 -0.10199 -1.14229
37 H 7.26539 0.84963 -2.06702
38 H 8.01375 -1.28245 -3.10155
39 H 6.38053 -1.02893 -2.99746
40 H 7.83030 -2.56568 -0.98636
41 H 7.08882 -3.32853 -2.39962
42 H 5.69158 -2.96168 -0.08183
43 H 4.88330 -2.91395 -1.64549
44 C -6.21075 -1.39432 -3.04617
45 N -6.08245 -0.74993 -1.74220
46 C -7.13266 -0.18439 -1.09868
47 C -6.98279 0.47830 0.06384
48 C -5.67585 0.51974 0.64742
49 N -4.68042 -0.13886 0.05180
50 C -4.80270 -0.63902 -1.21395
51 O -3.80974 -0.94892 -1.84956
52 N -5.46438 1.17871 1.77397
53 H -7.24680 -1.32836 -3.36661
54 H -5.91198 -2.43807 -2.97459
55 H -5.56595 -0.89873 -3.76807
56 H -8.09176 -0.27643 -1.58910
57 H -7.81833 0.95561 0.55033
58 H -6.22030 1.66280 2.22221
59 H -4.54147 1.20619 2.19058
60 N -2.73229 -2.19910 0.42280
61 C -2.19471 -3.17679 0.09530
62 N -1.62315 -4.27557 -0.25160
63 C -0.31901 -4.14127 -0.47975
64 N 0.82077 -4.05698 -0.67604
65 C -4.88845 -2.01257 2.48071
66 C -3.89728 -1.04470 3.04155
67 C -3.77027 -0.72551 4.37070
68 C -2.74802 0.24175 4.48490
69 C -2.26887 0.49073 3.22055
70 C -1.12768 1.39730 2.90045
71 N -2.99259 -0.28421 2.32618
72 H -5.16023 -2.71603 3.26680
73 H -4.49542 -2.58044 1.64045
74 H -5.81464 -1.52644 2.16008
75 H -4.35093 -1.16607 5.16599
76 H -2.37062 0.69779 5.38678
77 H -0.76069 1.81493 3.83754
78 H -1.40343 2.23556 2.26182
79 H -0.29398 0.86247 2.44282

Calculated values
LUMO level ... -3.2 eV
HOMO level ... -8.68 eV
Net charge ... +1
E ... -3493.9433 Eh

Record 4
A structure of composition C2H5N2P in a non-equilibrium geometry. Source: the Open Molecules 2025 dataset; level of theory: ωB97M-V with the def2-TZVPD basis set.

CARTESIAN COORDINATES (ANGSTROEM)
1 C 0.71026 -1.14720 1.51210
2 C -0.67075 -0.63425 1.37990
3 N 1.48278 -1.09882 0.50065
4 N 0.88576 -0.38076 -0.54054
5 P -0.64412 0.09017 -0.32597
6 H -1.55618 -2.97615 -2.97861
7 H 1.05750 -1.74747 2.30925
8 H -1.62368 -1.15257 1.55453
9 H -0.52739 0.23151 2.21462
10 H -0.96067 -2.79733 -2.51259

Calculated values
LUMO level ... -0.5 eV
HOMO level ... -9.74 eV
Net charge ... 0
E ... -529.9502 Eh
Energy relative to the best compared isomer or geometry (same formula, charge and spin) ... 57.8 kcal per mole

Record 5
A structure of composition C4H6FeMgO5 in a non-equilibrium geometry. Source: the Open Molecules 2025 dataset; level of theory: ωB97M-V with the def2-TZVPD basis set.

CARTESIAN COORDINATES (ANGSTROEM)
1 O -0.88769 -0.60236 -2.21663
2 C 0.32038 0.03837 -2.46192
3 C 0.84975 0.75229 -1.21839
4 O 0.74327 -0.20368 -0.16123
5 C 1.00242 0.18148 1.17093
6 Fe -1.00176 -1.19416 -0.42047
7 H 0.23936 0.79977 -3.26135
8 H 1.09442 -0.68618 -2.79026
9 H 0.22469 1.62545 -0.96729
10 H 1.90123 1.06092 -1.31873
11 H 0.37038 1.02501 1.48505
12 H 2.08151 0.30847 1.32064
13 O 0.32684 -1.13148 1.91876
14 C -1.00347 -1.07277 2.31739
15 O -1.87521 -1.18861 1.28614
16 O -1.35743 -0.20088 3.20564
17 Mg -3.02870 0.48836 2.11173

Calculated values
Spin multiplicity ... 6
LUMO level (spin up / spin down) ... 2.9 / 2.6 eV
HOMO level (spin up / spin down) ... -1.14 / -1.40 eV
Net charge ... -1
E ... -1995.9598 Eh